{"formula": "C9H23F6N7O10S2V", "method": "wB97M-V/def2-TZVPD", "species": ["O", "V", "C", "C", "O", "H", "H", "H", "H", "H", "C", "F", "F", "F", "S", "O", "O", "N", "S", "O", "O", "C", "F", "F", "F", "C", "O", "N", "N", "H", "H", "H", "H", "C", "O", "N", "N", "H", "H", "H", "H", "C", "O", "N", "N", "H", "H", "H", "H", "C", "C", "O", "H", "H", "H", "H", "H", "H"], "positions_angstrom": [[0.981244, 1.253257, -0.591422], [-0.037614, 0.254270, 0.134250], [-4.128391, 0.605595, -1.283517], [-2.778012, 1.272010, -1.561704], [-1.692375, 0.471037, -1.250095], [-4.974056, 1.290302, -1.213579], [-4.086697, 0.113564, -0.308280], [-4.283464, -0.208398, -1.998215], [-2.808945, 2.226851, -1.014248], [-2.825127, 1.545302, -2.624369], [3.691066, 1.560007, 1.509791], [4.931512, 1.514025, 1.973511], [2.936902, 2.126234, 2.471933], [3.581363, 2.281048, 0.412001], [3.153765, -0.247778, 1.203694], [3.323629, -0.447890, -0.214949], [3.984166, -1.084285, 2.039018], [1.453124, -0.236894, 1.543985], [1.287390, -0.664567, 3.116146], [2.279945, -0.236812, 4.053803], [-0.076592, -0.356996, 3.503656], [1.350444, -2.585105, 3.054010], [0.267521, -3.177334, 3.549025], [1.442679, -2.954260, 1.772242], [2.385911, -3.020397, 3.752222], [-1.781415, 2.079963, 2.159945], [-0.821778, 1.758427, 1.435364], [-1.731743, 1.829699, 3.484293], [-2.899883, 2.703504, 1.736743], [-0.966580, 1.240941, 3.793800], [-2.432439, 2.124359, 4.133232], [-3.571976, 3.068499, 2.377917], [-2.916798, 2.968049, 0.763985], [-2.427537, -1.837303, 1.132092], [-1.429462, -1.106432, 1.187316], [-2.980605, -2.286322, 2.286041], [-3.004638, -2.219715, -0.019735], [-2.451716, -2.197629, 3.136324], [-3.900760, -2.681763, 2.300741], [-3.625449, -3.003556, -0.028730], [-2.841038, -1.571215, -0.781249], [0.431767, -2.052433, -1.962451], [0.739859, -1.277768, -1.059073], [-0.752296, -1.909381, -2.627917], [1.112287, -3.185582, -2.259526], [-1.290039, -1.068575, -2.415945], [-0.991188, -2.407320, -3.462984], [0.659817, -3.792641, -2.910792], [1.955432, -3.440497, -1.779300], [3.512680, 2.240417, -2.789704], [2.882202, 1.412494, -3.912615], [2.457240, 2.311002, -4.928446], [2.702002, 2.596858, -2.154981], [4.115004, 3.079181, -3.135463], [4.160251, 1.628286, -2.157016], [2.127572, 0.752272, -3.472516], [3.535658, 0.699509, -4.436826], [3.066180, 2.251887, -5.661433]], "forces_ev_per_angstrom": [[-1.87, -1.35, 1.37], [0.31, 2.92, -3.03], [0.38, -0.73, 0.72], [-0.47, 0.24, 0.26], [0.56, -0.92, 0.50], [0.00, 0.05, -0.52], [0.02, 0.14, 0.14], [-0.36, 0.21, -0.15], [0.42, 0.11, -0.01], [0.49, 0.12, -0.09], [-0.96, -0.33, 1.13], [0.21, 0.18, -0.54], [0.09, -0.21, -0.49], [0.38, -0.21, 0.17], [0.24, -0.33, -2.18], [-0.38, 0.44, 0.88], [-1.32, 0.71, 0.10], [3.00, -0.68, 1.99], [-1.87, 0.12, 0.82], [0.21, -0.24, -0.75], [0.49, -0.59, -0.31], [0.27, 0.43, -0.26], [-0.43, 0.37, 0.17], [0.25, -0.16, 0.19], [0.14, 0.01, -0.23], [0.24, -0.35, 1.24], [-0.47, -0.23, -0.59], [0.43, -0.04, -0.13], [0.44, -0.06, -1.08], [-0.11, 0.01, 0.01], [-0.16, 0.03, -0.01], [-0.14, 0.09, 0.06], [-0.17, 0.08, 0.16], [0.36, 0.11, 0.70], [0.17, 0.00, -0.36], [0.03, -0.21, -0.12], [0.38, 0.42, 0.15], [0.01, 0.14, -0.01], [0.01, -0.10, 0.08], [-0.27, 0.13, -0.33], [-0.02, -0.41, -0.24], [-1.73, -0.65, -0.09], [0.29, -0.14, 0.61], [0.11, 0.40, 0.10], [0.01, 0.66, -0.06], [0.22, 0.34, 0.19], [0.25, -0.16, -0.10], [0.36, -0.41, -0.07], [0.01, 0.08, 0.03], [0.09, -0.78, 0.31], [1.40, -0.04, -0.15], [-1.31, 0.08, -0.07], [0.10, 0.20, 0.00], [-0.14, -0.03, -0.31], [-0.14, -0.11, 0.03], [-0.62, 0.58, -0.35], [0.48, 0.11, 0.62], [0.11, -0.05, -0.07]], "mulliken_spin": [-0.268, 1.234, 0.000, 0.000, 0.006, 0.000, 0.000, 0.000, 0.000, 0.000, 0.001, 0.000, 0.000, 0.000, 0.004, 0.001, 0.000, -0.005, 0.005, -0.001, 0.001, 0.001, 0.000, 0.000, 0.000, -0.001, 0.006, 0.001, 0.000, 0.001, 0.000, 0.000, 0.000, 0.003, -0.003, 0.000, 0.000, 0.000, 0.000, 0.000, 0.000, -0.005, 0.016, 0.003, 0.000, 0.000, 0.001, 0.000, 0.000, -0.001, 0.000, 0.000, 0.001, 0.000, 0.000, 0.000, 0.000, 0.000], "lumo_energy_ev": [0.09, 0.09], "s_squared": 0.7866, "spin_multiplicity": 2}

=====

{"formula": "C14H39BrN11O6", "method": "wB97M-V/def2-TZVPD", "species": ["Br", "C", "C", "C", "C", "C", "C", "N", "O", "C", "C", "C", "H", "H", "H", "H", "H", "H", "H", "H", "H", "H", "H", "H", "H", "H", "H", "H", "H", "H", "H", "C", "O", "N", "N", "H", "H", "H", "H", "C", "O", "N", "N", "H", "H", "H", "H", "C", "O", "N", "N", "H", "H", "H", "H", "C", "O", "N", "N", "H", "H", "H", "H", "C", "O", "N", "N", "H", "H", "H", "H"], "positions_angstrom": [[-0.056263, -1.081571, -0.939155], [-2.246150, 0.959912, 2.711902], [-2.311613, 2.416498, 2.379714], [-2.133259, 3.233396, 3.712171], [-0.667325, 3.305581, 4.228327], [0.316534, 3.930944, 3.172288], [0.157457, 3.123797, 1.831239], [-1.292486, 2.854187, 1.497186], [-1.424242, 2.214487, 0.220150], [0.696437, 4.050240, 0.660260], [1.082691, 1.899185, 2.063354], [-3.747420, 2.668212, 1.806740], [-1.247164, 0.601204, 2.959791], [-2.348422, 0.494646, 1.731515], [-2.998602, 0.621328, 3.424155], [-2.544242, 4.242862, 3.698901], [-2.648082, 2.706446, 4.515530], [-0.439187, 2.270776, 4.483704], [-0.567504, 3.821390, 5.183358], [1.310110, 3.746977, 3.581022], [0.124997, 4.996146, 3.042824], [0.596451, 3.715410, -0.372218], [0.303774, 5.066988, 0.671699], [1.770555, 4.171317, 0.800677], [2.047704, 2.405614, 2.044329], [0.986030, 1.367729, 3.010090], [1.006319, 1.241780, 1.197269], [-4.004370, 3.727371, 1.822990], [-4.545817, 2.258049, 2.425143], [-3.854581, 2.263161, 0.800484], [-1.315654, 1.267718, 0.336108], [-0.893353, -4.797370, 0.698516], [-1.005860, -5.933001, 1.163267], [0.261354, -4.133232, 0.629026], [-1.926855, -4.027172, 0.314604], [0.405690, -3.272654, 0.120427], [1.014227, -4.578974, 1.133603], [-2.784603, -4.530538, 0.138536], [-1.919885, -3.036533, 0.117938], [2.786068, -0.639578, -4.319134], [3.183016, -0.722688, -5.456425], [3.353608, 0.084030, -3.423495], [1.950356, -1.430904, -3.740882], [2.833485, 0.012670, -2.560665], [4.116333, 0.714706, -3.625003], [1.707831, -1.362258, -2.762842], [1.555380, -2.213538, -4.242467], [3.620636, -3.257184, 0.999637], [3.493318, -4.195915, 0.226019], [2.935846, -2.204764, 1.111779], [4.610204, -3.068923, 1.800128], [2.105561, -2.146659, 0.539634], [3.371795, -1.431220, 1.593123], [5.419482, -3.673039, 1.785902], [4.820116, -2.187524, 2.246403], [0.570906, 2.106811, -3.161518], [1.024346, 3.011419, -3.887371], [-0.181945, 1.097084, -3.563660], [1.114366, 1.760367, -2.003850], [-0.598844, 0.986459, -4.476923], [-0.131118, 0.422663, -2.813536], [0.544512, 1.133085, -1.454396], [1.844014, 2.329889, -1.599680], [-1.880335, -3.925329, -4.058571], [-0.776477, -4.086998, -4.544758], [-2.991772, -4.455376, -4.468521], [-2.177425, -3.296012, -2.935210], [-3.842556, -4.384455, -3.928850], [-2.993395, -4.896606, -5.377041], [-3.117322, -3.364218, -2.571827], [-1.427384, -2.968303, -2.343464]], "forces_ev_per_angstrom": [[-0.20, -0.25, 0.54], [0.81, -1.21, -1.00], [-1.04, 1.18, 2.44], [0.68, 0.10, 0.59], [-0.23, 0.15, -1.06], [-1.75, -1.55, 0.41], [-0.43, 0.84, 0.03], [1.04, 0.87, -1.44], [0.21, 0.90, 0.43], [0.50, -0.48, 0.48], [-0.11, 0.80, -1.35], [0.33, 0.60, 0.22], [0.07, 0.25, 0.69], [-0.75, -0.73, 0.14], [0.07, -0.04, -0.20], [-0.13, 0.05, -0.52], [-0.47, -0.06, -0.14], [0.64, -0.10, -0.27], [-0.34, 0.31, -0.03], [0.20, 0.41, -0.36], [-0.04, -0.03, 0.03], [-0.42, -0.51, 0.31], [-0.43, -0.15, 0.39], [0.23, 0.00, 0.17], [0.40, -0.58, 0.03], [-0.34, 0.09, -0.14], [0.15, -0.39, 0.16], [0.39, 0.22, -0.43], [0.31, -0.55, 0.25], [0.11, 0.10, 0.06], [0.35, -0.60, 0.07], [0.27, -0.08, 0.89], [-0.19, 0.36, -0.48], [1.73, -0.36, 0.70], [-2.56, -0.17, -0.73], [-0.25, -0.16, 0.03], [0.20, 0.21, -0.54], [0.12, 0.24, 0.17], [0.57, -0.23, 0.02], [1.93, -1.12, -2.32], [0.03, 0.05, -2.47], [2.01, 3.37, 3.46], [-4.18, -3.76, 0.84], [1.07, 1.21, 0.35], [-0.60, -0.05, 0.17], [-0.13, -0.17, -0.28], [-0.09, 0.28, 0.00], [1.19, -3.07, -2.72], [-0.56, -0.48, 0.30], [-5.64, 4.67, -0.92], [6.92, -1.41, 4.09], [-0.02, 0.92, 0.11], [-1.21, 0.10, -0.51], [-0.35, -0.15, -0.20], [-0.27, -0.40, -0.13], [2.83, 1.48, -3.75], [-1.07, 0.03, 0.90], [-1.89, -0.69, -0.15], [1.03, 0.64, 2.78], [0.25, 0.06, 0.50], [-1.17, -1.26, -1.26], [0.65, 0.24, 0.80], [-0.52, -0.04, -0.01], [1.99, -0.08, 1.09], [0.27, 0.38, -0.47], [-3.50, -2.59, -3.43], [0.83, 2.09, 2.70], [0.28, -0.15, -0.62], [-0.25, -0.02, 0.31], [0.66, 0.31, 0.20], [-0.18, 0.16, 0.10]], "lowdin_charge": [0.150, -0.041, -0.546, -0.121, -0.173, -0.120, -0.432, -0.081, -0.038, -0.026, -0.040, -0.022, 0.080, 0.075, 0.094, 0.108, 0.106, 0.091, 0.100, 0.104, 0.109, 0.052, 0.076, 0.072, 0.072, 0.074, 0.053, 0.074, 0.076, 0.078, 0.011, -0.723, -0.003, 0.153, 0.136, -0.055, 0.098, 0.097, 0.034, -0.830, 0.021, 0.165, 0.161, 0.082, 0.124, -0.011, 0.117, -0.817, 0.042, 0.174, 0.137, 0.033, 0.118, 0.118, 0.105, -0.728, -0.024, 0.157, 0.102, 0.123, -0.048, -0.070, 0.110, -0.767, 0.039, 0.139, 0.150, 0.104, 0.116, 0.096, 0.009], "lumo_energy_ev": 2.19, "total_charge": -1}

=====

{"formula": "C5H7N", "method": "wB97M-V/def2-TZVPD", "species": ["C", "C", "C", "N", "H", "H", "H", "H", "H", "C", "C", "H", "H"], "positions_angstrom": [[0.598909, 0.561525, -0.058782], [0.877090, -0.892953, -0.299452], [0.004589, -1.880938, -0.163622], [1.357431, 1.309881, 0.692235], [2.206464, 1.582981, 0.195186], [0.462757, 0.946004, -1.301761], [1.917082, -1.094560, -0.532733], [-1.033064, -1.701165, 0.075277], [0.314043, -2.912309, -0.269475], [-1.048397, 0.864292, 0.121182], [-1.922321, 0.973701, 0.972930], [-2.746318, 1.135139, 1.623387], [-0.988267, 1.108401, -1.054371]], "forces_ev_per_angstrom": [[-2.59, 0.03, -3.85], [-0.30, -0.46, 0.74], [0.16, 0.05, -0.02], [1.42, 0.94, 1.42], [-0.12, 0.12, 0.02], [1.55, -0.52, 1.82], [-0.02, 0.03, -0.04], [-0.02, 0.06, 0.13], [0.01, 0.03, -0.21], [2.50, -0.12, -3.17], [-1.20, 0.15, 1.37], [-0.05, -0.04, 0.08], [-1.34, -0.26, 1.71]], "nbo_charge": [-0.043, -0.191, -0.382, -0.510, 0.330, 0.117, 0.212, 0.209, 0.206, -0.315, -0.097, 0.230, 0.233], "lumo_energy_ev": [-0.26, -0.76]}